Entry 1:
The following is a DFT calculation (wB97M-V/def2-TZVPD) of C4H5BrClI as an isolated structure in a non-equilibrium geometry.

Computed properties:
- E_HOMO (eV) = -8.346
- spin multiplicity = 1
- net charge = 0

Each line ends with the Mulliken charge.
Positions of all 12 atoms, in Å:
C: -1.8102 -0.1108 -0.9232  -0.274
C: -3.9702 -0.8456 0.3218  -0.177
C: 0.5328 0.5811 0.1120  -0.847
C: -0.8302 -0.2228 0.1133  -0.084
Cl: -1.8067 1.3755 -1.7448  -0.110
Br: -5.4210 0.3686 0.1274  -0.045
I: -4.2980 -2.6596 -0.7363  0.077
H: 0.7290 0.7364 -1.0214  0.264
H: 0.5843 1.5054 0.6800  0.293
H: 1.3180 -0.1531 0.4599  0.279
H: -1.5460 0.0607 0.9063  0.329
H: -0.6495 -1.3187 0.3458  0.296

=====

Entry 2:
The following is a DFT calculation (wB97M-V/def2-TZVPD) of a 6-piece molecular cluster, C18H33Cl6N3 overall in a non-equilibrium geometry.

Computed properties:
- E_HOMO (eV) = -10.664
- spin multiplicity = 1
- net charge = 0

Each line ends with the Mulliken charge.
Positions of all 60 atoms, in Å:
C: 8.2122 -0.0949 0.0902  -1.041
C: 8.2081 1.4328 0.1391  -0.417
C: 7.4393 2.2899 -0.9042  -0.351
C: 7.5887 1.9116 -2.2698  0.270
N: 7.6689 1.6685 -3.4315  -0.445
H: 9.0058 -0.6562 0.5835  0.300
H: 7.9615 -0.5753 -0.8555  0.330
H: 7.3113 -0.2785 0.6758  0.266
H: 9.2738 1.6390 0.0396  0.273
H: 7.7486 1.6550 1.1022  0.299
H: 7.7272 3.3338 -0.7799  0.272
H: 6.3770 2.3044 -0.6604  0.245
C: -3.1692 -2.3823 -4.1015  -1.114
C: -2.0890 -3.5646 -3.8409  -0.503
C: -0.9949 -3.6881 -4.9195  -0.361
C: -0.1812 -2.5130 -5.2056  0.209
N: 0.5087 -1.6972 -5.5064  -0.372
H: -2.9049 -1.3326 -4.2293  0.349
H: -3.7257 -2.2970 -3.1682  0.321
H: -3.8017 -2.6102 -4.9595  0.322
H: -2.4989 -4.5543 -3.6394  0.332
H: -1.6049 -3.1027 -2.9804  0.265
H: -1.3511 -4.1475 -5.8416  0.317
H: -0.3233 -4.4083 -4.4521  0.236
C: -2.2629 -2.9880 6.3252  -1.167
C: -2.4306 -2.2105 7.6732  -0.335
C: -1.7395 -0.8321 7.7131  -0.499
C: -0.3503 -0.7380 7.3429  0.228
N: 0.6963 -0.7030 6.9856  -0.357
H: -2.2250 -2.3433 5.4471  0.323
H: -2.8871 -3.8604 6.1321  0.332
H: -1.2519 -3.3893 6.2548  0.341
H: -1.9200 -2.7708 8.4565  0.261
H: -3.4918 -2.0734 7.8806  0.295
H: -1.8588 -0.4118 8.7117  0.302
H: -2.2528 -0.1335 7.0524  0.277
Cl: -8.0579 -0.9930 2.7621  -0.178
C: -7.6173 -2.6906 2.9344  -0.436
C: -8.2427 -3.3424 4.2182  -0.360
Cl: -10.0682 -3.3527 4.0596  -0.182
H: -6.5354 -2.5794 2.8618  0.293
H: -8.0708 -3.0885 2.0267  0.283
H: -8.1066 -2.7101 5.0955  0.263
H: -7.8465 -4.3256 4.4723  0.317
Cl: -3.4533 2.2746 -0.5364  -0.216
C: -1.8661 1.8132 0.3567  -0.468
C: -0.5871 2.1547 -0.4585  -0.412
Cl: 0.9301 1.5800 0.3027  -0.197
H: -2.0736 0.7623 0.5583  0.309
H: -1.7551 2.2161 1.3634  0.343
H: -0.5197 3.2375 -0.5636  0.300
H: -0.6239 1.8559 -1.5061  0.339
Cl: 3.0834 8.0775 -8.0645  -0.172
C: 3.6171 6.6542 -7.2055  -0.483
C: 2.4832 5.9261 -6.5152  -0.379
Cl: 1.7633 6.9030 -5.1634  -0.185
H: 4.3460 7.0059 -6.4752  0.309
H: 4.1803 6.0107 -7.8813  0.310
H: 2.8888 4.9574 -6.2234  0.301
H: 1.7200 5.7752 -7.2786  0.300

=====

Entry 3:
The following is a DFT calculation (wB97M-V/def2-TZVPD) of C22H21IrN7OS as an isolated structure in a non-equilibrium geometry.

Computed properties:
- E_HOMO (alpha / beta) (eV) = -9.277 / -9.276
- spin multiplicity = 1
- net charge = +1

Each line ends with the Mulliken charge.
Positions of all 53 atoms, in Å:
Ir: 0.1927 0.8257 0.4082  1.904
C: -2.9036 0.8182 -2.5355  -1.564
C: -1.6795 1.0154 -1.7127  0.933
N: -1.5536 0.5745 -0.4866  -0.744
N: -2.9597 -0.5357 1.0395  -0.148
C: -2.3523 -0.3643 2.2190  0.774
N: -3.0856 -0.5907 3.3103  -0.384
S: -0.7268 0.1313 2.4689  -0.536
C: -0.5174 1.7703 -2.1909  0.265
C: -0.4687 2.4202 -3.4091  -0.656
C: 0.6975 3.0714 -3.7853  -0.425
C: 1.7888 3.0567 -2.9324  -0.745
C: 1.6827 2.3915 -1.7215  -0.105
N: 0.5607 1.7670 -1.3653  -0.380
H: -3.5848 0.1309 -2.0433  0.147
H: -2.6713 0.4299 -3.5285  0.400
H: -3.4012 1.7837 -2.6611  0.466
H: -3.9911 -1.0268 3.2456  0.223
H: -2.6693 -0.4604 4.2170  0.226
H: -1.3399 2.4163 -4.0500  0.428
H: 0.7536 3.5839 -4.7362  0.442
H: 2.7169 3.5429 -3.1961  0.424
H: 2.5023 2.3305 -1.0164  0.535
C: 0.2654 -3.2733 -1.0579  -1.662
C: -0.2898 -1.9500 -0.5966  0.761
N: 0.5904 -1.0075 -0.2290  0.418
N: 1.9319 -1.3264 -0.1960  -1.383
C: 2.6870 -0.4082 0.3032  0.376
O: 2.2167 0.7042 0.7982  -0.940
C: 4.1579 -0.6052 0.3135  0.615
C: 4.7286 -1.8040 -0.1067  -0.198
C: 6.1064 -1.9422 -0.1334  -0.727
C: 6.9225 -0.8878 0.2595  -0.361
C: 6.3567 0.3036 0.6868  -0.754
C: 4.9765 0.4437 0.7183  -0.430
C: -1.6774 -1.7829 -0.5515  0.385
C: -2.6470 -2.7634 -0.8992  -0.433
C: -4.0009 -2.6543 -0.7618  -0.608
C: -4.7753 -1.6719 -0.0236  -0.504
C: -4.3490 -0.7468 0.8546  -0.788
N: -2.2260 -0.5599 -0.1517  0.900
H: 1.3359 -3.2981 -0.9045  0.238
H: 0.0616 -3.4145 -2.1210  0.348
H: -0.1924 -4.0905 -0.5038  0.400
H: 4.0857 -2.6202 -0.4065  0.391
H: 6.5458 -2.8757 -0.4595  0.403
H: 7.9991 -0.9976 0.2333  0.394
H: 6.9896 1.1239 1.0003  0.394
H: 4.5240 1.3635 1.0643  0.458
H: -2.2788 -3.6786 -1.3461  0.397
H: -4.5873 -3.4457 -1.2102  0.374
H: -5.8508 -1.7364 -0.1396  0.402
H: -5.0189 -0.1103 1.4186  0.655

=====

Entry 4:
The following is a DFT calculation (wB97M-V/def2-TZVPD) of a 2-piece molecular cluster, C5H11OS overall in a non-equilibrium geometry.

Computed properties:
- E_HOMO (alpha / beta) (eV) = -14.393 / -12.519
- spin multiplicity = 1
- net charge = +1

Each line ends with the Mulliken charge.
Positions of all 18 atoms, in Å:
C: 1.4130 0.8872 -0.3914  -0.608
C: 1.9719 -0.5302 -0.5725  -0.496
C: 0.9578 1.1028 1.0354  -0.617
C: 0.7830 -1.4046 0.0272  -0.620
C: -3.8293 0.1062 -0.7680  -0.379
O: -1.3876 -0.1399 0.6632  -0.402
S: -0.0597 -0.4219 1.3164  0.417
H: 2.3364 1.5087 -0.5705  0.348
H: 0.6242 1.1899 -1.1052  0.326
H: 1.9055 -0.5887 -1.6340  0.287
H: 2.9001 -0.7400 -0.0632  0.357
H: 1.8635 1.2006 1.6976  0.351
H: 0.2419 1.8551 1.2719  0.401
H: 0.0342 -1.8753 -0.5664  0.399
H: 1.1388 -2.1789 0.7302  0.361
H: -3.8229 0.4702 0.2620  0.282
H: -3.4978 -0.9539 -0.8022  0.274
H: -3.6892 0.8036 -1.5945  0.319

=====

Entry 5:
The following is a DFT calculation (wB97M-V/def2-TZVPD) of a 7-piece molecular cluster, C41H92N6O9 overall in a non-equilibrium geometry.

Computed properties:
- E_HOMO (eV) = -7.946
- spin multiplicity = 1
- net charge = 0

Each line ends with the Mulliken charge.
Positions of all 148 atoms, in Å:
C: -7.5159 25.4136 12.2808  -1.478
C: -7.3448 26.5722 11.2961  2.152
C: -7.2871 26.1184 9.8276  -0.933
C: -8.5820 27.4715 11.4568  -0.193
C: -8.4681 28.9167 10.9552  0.054
C: -7.1805 29.5366 11.4637  -1.559
C: -5.9423 28.7016 11.2340  1.550
C: -5.5477 28.8463 9.7335  -1.521
C: -4.7732 29.3248 11.9977  -2.151
N: -6.1756 27.3545 11.6955  0.381
O: -4.9927 26.5508 11.6406  -0.514
H: -6.7752 24.6386 12.0983  0.468
H: -7.2845 25.8144 13.2727  0.580
H: -8.5525 25.0902 12.2530  -0.381
H: -7.8658 25.2103 9.6693  -0.021
H: -7.6157 26.9064 9.1542  -0.475
H: -6.2339 25.9222 9.5963  0.576
H: -9.4270 27.0247 10.9201  -1.227
H: -8.8858 27.4584 12.5108  0.257
H: -8.5094 28.8993 9.8613  -0.531
H: -9.3244 29.4736 11.3355  0.706
H: -7.3206 29.6285 12.5557  0.411
H: -7.0318 30.5870 11.2044  0.509
H: -4.5624 28.4661 9.4658  0.346
H: -5.5032 29.9199 9.5143  0.434
H: -6.3104 28.4685 9.0552  0.245
H: -4.9555 29.2429 13.0742  0.467
H: -4.7274 30.3868 11.7481  0.392
H: -3.8032 28.8915 11.7680  0.386
H: -4.8756 26.3353 12.5699  0.362
C: -9.2268 29.6027 4.3972  -2.084
C: -9.2530 28.6411 5.6001  1.795
C: -7.8312 28.4924 6.1432  -1.866
C: -10.1126 29.3346 6.6604  -1.834
C: -10.5933 28.3783 7.7611  1.437
C: -11.3551 27.1991 7.1447  -1.873
C: -10.4803 26.4386 6.1559  2.094
C: -9.4480 25.5709 6.9046  0.651
C: -11.4616 25.5591 5.3723  -1.761
N: -9.8759 27.3814 5.2259  0.294
O: -9.0927 26.6928 4.2739  -0.505
H: -8.5208 29.2398 3.6464  0.383
H: -10.1943 29.6228 3.8960  0.456
H: -8.9651 30.5730 4.8106  0.428
H: -7.7397 28.0585 7.1398  0.349
H: -7.2904 27.8183 5.4693  0.398
H: -7.2876 29.4386 6.1187  0.516
H: -9.4962 30.0666 7.1946  0.555
H: -10.9842 29.8812 6.2905  0.387
H: -9.7300 27.9097 8.2595  -1.148
H: -11.1334 29.0006 8.4756  0.563
H: -12.1886 27.6855 6.6157  0.525
H: -11.7948 26.6613 7.9864  0.344
H: -9.6386 24.5268 6.6828  -1.023
H: -9.6370 25.6540 7.9798  -0.505
H: -8.4049 25.8340 6.7527  0.137
H: -10.9325 24.9891 4.5960  0.263
H: -12.1016 26.2317 4.7958  0.476
H: -12.0264 24.8093 5.9208  0.299
H: -9.6275 26.6850 3.4734  0.353
C: -11.4971 27.2006 11.5297  -1.667
C: -12.0331 26.2112 12.5776  2.254
C: -10.9296 25.8887 13.6113  -1.912
C: -13.1870 26.9085 13.3035  -1.432
C: -14.1706 25.9268 13.9471  -0.720
C: -14.6401 24.9444 12.8870  -1.422
C: -13.4832 24.1006 12.3208  1.849
C: -12.9258 23.1423 13.3831  -1.575
C: -14.0983 23.2805 11.1950  -1.561
N: -12.4708 25.0166 11.8625  -0.513
O: -11.4521 24.3917 11.1193  0.527
H: -10.6361 26.7944 10.9972  0.095
H: -12.2701 27.5276 10.8383  0.556
H: -11.1052 28.0772 12.0602  0.497
H: -10.2781 25.0448 13.3890  0.360
H: -10.2533 26.7428 13.7528  0.476
H: -11.3718 25.8211 14.6099  0.416
H: -12.7901 27.6736 13.9719  0.399
H: -13.8144 27.4709 12.6013  0.433
H: -13.8161 25.4885 14.8868  0.331
H: -15.0244 26.5207 14.3015  0.473
H: -15.0629 25.5755 12.1018  0.343
H: -15.3769 24.2546 13.2978  0.500
H: -12.2419 22.4979 12.8102  0.217
H: -13.6813 22.4744 13.7981  0.488
H: -12.3101 23.6081 14.1484  0.170
H: -14.5327 22.3240 11.5035  0.294
H: -13.2527 22.8305 10.6404  0.169
H: -14.7172 23.8159 10.4838  0.364
H: -10.8161 24.0906 11.7889  0.128
C: -11.5730 17.8862 10.7449  -2.325
C: -12.1320 17.6686 12.1763  1.933
C: -11.3449 16.5275 12.8205  -1.838
C: -11.9195 19.0209 12.8592  -1.087
C: -12.6613 19.0761 14.1797  -0.833
C: -14.1492 18.9373 13.8683  -1.330
C: -14.5103 17.6517 13.1059  1.841
C: -14.5408 16.4412 14.0499  -1.795
C: -15.8663 17.8549 12.4402  -2.084
N: -13.5564 17.4353 12.0088  0.429
O: -13.8262 16.2827 11.2398  -0.509
H: -11.5644 16.9176 10.2363  0.492
H: -12.2217 18.5324 10.1457  0.459
H: -10.5925 18.3621 10.7009  0.364
H: -10.2822 16.7198 12.6595  0.469
H: -11.5431 16.5369 13.8947  0.322
H: -11.5902 15.5473 12.4195  0.371
H: -10.8547 19.2087 12.9931  0.554
H: -12.3733 19.7598 12.1957  0.252
H: -12.3528 18.3165 14.8968  0.398
H: -12.6275 20.0482 14.6819  0.331
H: -14.6294 19.8394 13.4922  0.354
H: -14.6737 18.7283 14.8130  0.470
H: -13.7874 16.5181 14.8327  0.315
H: -14.3058 15.5520 13.4553  0.360
H: -15.5313 16.2060 14.4436  0.459
H: -16.1667 17.0101 11.8186  0.452
H: -15.8680 18.7507 11.8165  0.384
H: -16.6636 17.9828 13.1804  0.450
H: -14.0742 16.6625 10.3906  0.346
N: -4.7142 21.2645 9.4371  -0.382
C: -5.5803 20.6063 10.2924  0.602
N: -5.2299 19.3185 10.5740  -0.431
O: -6.6099 21.1300 10.6918  -0.638
H: -4.8478 22.2330 9.2163  0.208
H: -4.1512 20.7058 8.8217  0.192
H: -5.9022 18.7583 11.0654  0.228
H: -4.4313 18.8370 10.2066  0.162
O: -9.0403 22.4684 10.3251  -0.289
C: -9.8504 21.5771 9.6270  -0.025
C: -10.5720 22.2714 8.4984  0.679
O: -11.3687 21.3768 7.7436  -0.578
H: -8.1239 22.1554 10.3058  0.267
H: -9.3522 20.6344 9.3477  0.348
H: -10.6289 21.1128 10.2642  -0.321
H: -9.9008 22.8239 7.8419  -0.105
H: -11.1926 23.0378 8.9881  -0.106
H: -11.4570 21.7393 6.8537  0.265
O: -11.6545 20.5855 2.2265  -0.538
C: -11.4372 20.8148 3.5969  -0.393
C: -10.3321 21.8373 3.7547  -0.381
O: -10.2834 22.2648 5.1209  -0.311
H: -11.3951 19.6913 1.9990  0.333
H: -12.3275 21.2417 4.0542  0.211
H: -11.0913 19.9162 4.1152  0.307
H: -10.6540 22.7421 3.2088  0.292
H: -9.3558 21.6279 3.3114  0.307
H: -9.6366 22.9694 5.2140  0.158

=====

Entry 6:
The following is a DFT calculation (wB97M-V/def2-TZVPD) of C8H20BrLiO4 as an isolated structure in a non-equilibrium geometry.

Computed properties:
- E_HOMO (eV) = -6.909
- spin multiplicity = 1
- net charge = 0

Each line ends with the Mulliken charge.
Positions of all 34 atoms, in Å:
Li: 20.3052 2.0524 13.7823  0.688
Br: 17.0739 1.2027 12.8816  -0.840
C: 19.8906 0.6609 17.0695  -0.932
O: 20.6675 0.4121 15.9237  -0.146
C: 21.6904 -0.5393 16.0258  -0.467
C: 22.2506 -0.7305 14.6497  -0.624
O: 22.7382 0.5280 14.1024  -0.222
C: 24.0165 0.9754 14.5591  -0.856
H: 20.4302 0.7029 18.0156  0.355
H: 19.1735 -0.1345 17.2723  0.347
H: 19.1253 1.4088 16.8616  0.315
H: 21.4120 -1.4488 16.5582  0.387
H: 22.3296 -0.0255 16.7438  0.326
H: 21.4666 -1.1540 14.0220  0.288
H: 22.9879 -1.5322 14.6075  0.400
H: 24.4678 1.5944 13.7837  0.296
H: 24.7645 0.1949 14.6984  0.353
H: 24.0902 1.6171 15.4371  0.265
C: 21.1949 3.7756 10.6475  -0.872
O: 21.3476 3.9014 12.0485  -0.147
C: 21.0732 5.1890 12.5245  -0.584
C: 21.6440 5.3564 13.9508  -0.575
O: 20.9679 4.5541 14.9178  -0.230
C: 21.4828 4.6448 16.2241  -0.777
H: 20.1353 3.7903 10.3922  0.349
H: 21.5299 2.7858 10.3374  0.258
H: 21.8041 4.4460 10.0413  0.327
H: 19.9906 5.2437 12.6393  0.318
H: 21.4403 5.9994 11.8946  0.390
H: 21.5618 6.3655 14.3545  0.391
H: 22.7093 5.1319 14.0041  0.350
H: 20.6546 4.2051 16.7798  0.248
H: 21.5170 5.7067 16.4680  0.372
H: 22.4423 4.2010 16.4898  0.249